Record 1
{"formula": "C43H58DyN6OP3", "method": "wB97M-V/def2-TZVPD", "species": ["Dy", "C", "C", "P", "C", "C", "C", "C", "C", "C", "C", "C", "C", "C", "C", "C", "P", "C", "C", "C", "C", "C", "C", "C", "C", "C", "C", "C", "C", "H", "H", "H", "H", "H", "H", "H", "H", "H", "H", "H", "H", "H", "H", "H", "H", "H", "H", "H", "H", "H", "H", "H", "H", "C", "C", "C", "P", "C", "C", "C", "C", "C", "C", "H", "H", "H", "H", "H", "H", "H", "H", "H", "H", "H", "H", "H", "H", "H", "H", "H", "H", "H", "H", "H", "O", "N", "C", "C", "N", "C", "N", "C", "N", "C", "C", "N", "N", "C", "C", "H", "H", "H", "H", "H", "H", "H", "H", "H", "H", "H", "H", "H"], "positions_angstrom": [[-0.214560, 0.048732, -0.319381], [-3.166598, 1.873374, -1.283997], [-3.959872, 1.359225, -0.076591], [-2.875490, 0.418349, 1.097612], [-3.815339, -1.055213, 1.608575], [-5.063169, -1.415428, 1.120603], [-5.697708, -2.564740, 1.591904], [-5.092568, -3.360231, 2.551793], [-3.848377, -2.997138, 3.060660], [-3.218130, -1.856159, 2.589893], [-2.910518, 1.429076, 2.623978], [-2.083757, 2.547861, 2.696830], [-2.120851, 3.400621, 3.791971], [-2.985815, 3.127189, 4.841911], [-3.817006, 2.017041, 4.781362], [-3.786073, 1.171394, 3.678365], [-2.282407, 0.548720, -2.257276], [-2.618539, 0.909135, -4.001106], [-3.867060, 1.340225, -4.448561], [-4.084812, 1.539186, -5.803339], [-3.058288, 1.325009, -6.717982], [-1.809679, 0.916386, -6.277435], [-1.591302, 0.708328, -4.922346], [-3.170019, -1.020030, -1.913471], [-4.473993, -1.311359, -2.314309], [-5.030308, -2.555910, -2.054640], [-4.299765, -3.534824, -1.385804], [-3.000734, -3.270921, -0.982238], [-2.454383, -2.026902, -1.259897], [-2.396726, 2.563194, -0.944125], [-3.796933, 2.439780, -1.961936], [-4.772962, 0.720233, -0.414369], [-4.395522, 2.190019, 0.467416], [-5.575002, -0.809382, 0.381625], [-6.675045, -2.829440, 1.206234], [-5.592605, -4.250368, 2.919263], [-3.386855, -3.597692, 3.838776], [-2.277278, -1.543144, 3.029976], [-1.430921, 2.776426, 1.870260], [-1.489986, 4.280420, 3.815620], [-3.020745, 3.785270, 5.702180], [-4.505124, 1.810447, 5.593228], [-4.450072, 0.317061, 3.647227], [-4.674912, 1.544909, -3.755892], [-5.059253, 1.870387, -6.145921], [-3.233344, 1.486753, -7.773915], [-1.001746, 0.770977, -6.983927], [-0.611409, 0.392015, -4.582133], [-5.061467, -0.576171, -2.853580], [-6.043201, -2.765615, -2.382739], [-4.739315, -4.507320, -1.194080], [-2.413977, -4.029873, -0.474668], [-1.414416, -1.876605, -1.002860], [2.740306, -3.206686, -3.562180], [1.918949, -2.000475, -3.108540], [0.445064, -2.165061, -3.498859], [2.051432, -1.521297, -1.331876], [2.225659, -3.019868, -0.268007], [0.905363, -3.806632, -0.303458], [3.390054, -3.995739, -0.479059], [3.550775, -0.447138, -1.145151], [4.911278, -1.135412, -1.023541], [3.591763, 0.608297, -2.265157], [2.707869, -3.269734, -4.652594], [2.325719, -4.139135, -3.172716], [3.787598, -3.145865, -3.265199], [2.294661, -1.116439, -3.621904], [-0.030000, -2.995980, -2.972904], [0.357611, -2.367633, -4.569489], [-0.131476, -1.262575, -3.294520], [2.323495, -2.564939, 0.720482], [0.728138, -4.225142, -1.296844], [0.037805, -3.200175, -0.033213], [0.951239, -4.650481, 0.391848], [3.183541, -4.685486, -1.295031], [3.502698, -4.595397, 0.428200], [4.345374, -3.519057, -0.677652], [3.358478, 0.071574, -0.201580], [5.119483, -1.785542, -1.875191], [5.016003, -1.711771, -0.104846], [5.683958, -0.362857, -1.010690], [3.998214, 0.173382, -3.182103], [4.260247, 1.420330, -1.968483], [2.625130, 1.053961, -2.493687], [0.869151, 1.570335, -1.009536], [0.159415, 2.439031, -0.283315], [0.705061, 3.562928, -0.084498], [2.007403, 3.844053, -0.647699], [3.064229, 4.013265, -1.069436], [0.021135, 4.564053, 0.704144], [-0.516192, 5.379495, 1.309423], [1.233208, 1.260317, 2.452355], [1.407272, 0.070439, 3.260490], [2.635562, 0.028209, 4.066858], [0.699329, -1.043079, 2.956440], [0.122641, -1.148412, 1.768945], [0.635355, -2.025936, 3.882383], [0.540774, -1.745764, 5.320083], [0.308339, -3.387691, 3.476396], [1.493562, 2.142381, 3.035511], [0.189775, 1.367743, 2.180246], [1.869040, 1.250512, 1.559538], [3.471237, 0.393249, 3.467132], [2.855575, -0.990009, 4.368057], [2.553122, 0.653278, 4.955460], [-0.504629, -1.942949, 1.768017], [0.558172, -0.675773, 5.504743], [1.355093, -2.219167, 5.867285], [-0.404020, -2.137333, 5.698944], [-0.767680, -3.548703, 3.368003], [0.673534, -4.070307, 4.240077], [0.803151, -3.636700, 2.538930]], "atomic_forces_ev_per_a": [[-1.00, -1.91, 1.43], [-0.12, -0.22, -0.01], [0.15, -0.19, -0.21], [-0.28, 0.22, 0.13], [0.14, -0.12, 0.05], [-0.16, -0.04, 0.04], [0.06, 0.07, -0.02], [-0.01, -0.01, 0.00], [0.02, 0.00, -0.02], [-0.06, -0.06, 0.02], [-0.02, -0.01, -0.03], [-0.12, 0.07, 0.09], [0.01, -0.05, -0.07], [-0.01, 0.02, 0.04], [-0.03, -0.08, -0.02], [-0.02, 0.02, 0.09], [-0.62, -0.15, 0.21], [0.35, 0.04, 0.03], [-0.04, 0.07, -0.08], [-0.04, 0.01, -0.02], [-0.09, 0.01, 0.03], [0.04, 0.00, 0.05], [0.04, -0.01, -0.02], [0.02, -0.14, -0.07], [-0.08, 0.00, -0.02], [-0.01, -0.04, -0.01], [-0.07, -0.01, -0.06], [0.03, 0.00, -0.02], [-0.35, 0.07, -0.16], [0.12, 0.12, -0.02], [-0.19, 0.05, -0.05], [0.00, 0.04, 0.02], [-0.09, 0.16, 0.07], [0.06, -0.11, 0.10], [0.04, 0.02, 0.02], [0.05, 0.10, -0.04], [-0.03, 0.07, -0.08], [0.03, -0.02, 0.01], [0.12, 0.07, -0.14], [0.00, -0.03, -0.02], [0.00, -0.04, -0.06], [0.05, 0.01, -0.06], [0.01, 0.03, 0.00], [0.02, -0.04, 0.01], [0.11, -0.02, 0.02], [0.00, 0.01, 0.04], [-0.05, -0.01, 0.03], [-0.05, 0.06, -0.02], [0.06, -0.02, 0.03], [0.10, 0.00, 0.03], [0.02, 0.09, -0.01], [-0.05, 0.07, -0.05], [0.24, -0.23, -0.04], [0.01, -0.03, -0.08], [-0.10, -0.14, 0.00], [0.10, -0.15, -0.08], [-0.07, -0.07, -0.14], [-0.09, -0.14, -0.12], [0.12, -0.10, 0.02], [0.03, -0.08, 0.06], [0.02, 0.00, -0.12], [0.09, 0.13, 0.00], [0.18, -0.08, 0.02], [0.01, -0.01, 0.05], [0.03, 0.08, -0.04], [-0.05, 0.01, 0.00], [0.04, 0.10, -0.09], [0.01, 0.01, -0.02], [0.01, 0.01, 0.05], [-0.05, 0.06, 0.06], [0.03, 0.02, 0.18], [0.01, 0.01, 0.06], [0.00, 0.02, 0.01], [0.00, 0.07, -0.05], [0.00, 0.01, 0.02], [0.01, 0.00, -0.06], [-0.12, -0.06, 0.02], [-0.01, 0.11, 0.09], [-0.01, 0.03, 0.03], [-0.03, 0.04, -0.04], [-0.01, -0.04, 0.00], [-0.02, 0.02, 0.06], [-0.06, -0.07, -0.02], [-0.03, -0.04, 0.03], [1.62, 1.80, -0.82], [-0.56, -0.71, 0.22], [0.56, 1.23, -0.07], [0.20, 0.15, 0.03], [-0.38, -0.05, 0.15], [0.07, -0.05, -0.18], [0.10, -0.21, -0.04], [0.19, -0.18, 0.16], [0.10, 0.19, 0.14], [-0.18, 0.02, -0.10], [0.12, 0.04, -0.17], [0.10, 0.33, -0.31], [0.05, -0.11, 0.12], [0.02, -0.02, -0.14], [0.00, 0.09, 0.08], [0.06, -0.01, 0.05], [-0.21, 0.00, -0.03], [0.10, -0.02, -0.10], [-0.02, 0.01, -0.04], [-0.03, -0.05, 0.00], [-0.05, 0.02, 0.01], [-0.14, -0.13, 0.04], [0.01, -0.01, -0.06], [0.03, -0.01, 0.00], [-0.03, -0.03, -0.01], [-0.08, 0.00, 0.00], [0.01, -0.01, 0.03], [0.00, 0.05, 0.00]], "charge": 2, "multiplicity": 6, "s_squared": 9.34, "homo_lumo_gap_ev": [7.61, 7.67], "e_homo_ev": [-13.554, -13.545]}

=====

Record 2
{"formula": "C5H11NO4", "method": "wB97M-V/def2-TZVPD", "species": ["C", "C", "C", "C", "C", "N", "O", "O", "O", "O", "H", "H", "H", "H", "H", "H", "H", "H", "H", "H", "H"], "positions_angstrom": [[-8.184925, 1.661146, -0.478377], [14.234508, -1.539811, 0.175242], [-8.206308, 0.564945, 0.611244], [15.072666, -0.212614, 0.558901], [-9.701970, 0.264942, 0.851889], [-10.469204, -0.793676, -0.544781], [-9.577765, -1.585705, -1.097743], [-10.760112, 0.276971, -1.549044], [-10.253672, 0.526313, 1.891907], [15.748187, 0.415142, -0.379983], [-8.920478, 2.448610, -0.294191], [-8.510973, 1.080154, -1.364525], [-7.229662, 2.197416, -0.598721], [13.379668, -1.383683, -0.362301], [15.026303, -2.169654, -0.411837], [14.011087, -1.964384, 1.061737], [-7.682795, -0.415310, 0.313856], [-7.643958, 0.834707, 1.553355], [15.793139, -0.639825, 1.316947], [14.405423, 0.564475, 1.137590], [-10.529152, -0.130157, -2.391165]], "atomic_forces_ev_per_a": [[0.08, -0.84, -0.31], [4.99, 1.37, -1.88], [0.99, -0.78, 0.68], [-0.14, 0.28, 0.55], [0.55, -0.86, -0.54], [1.09, -0.66, 0.60], [-0.67, 1.26, 1.03], [-0.44, 1.05, 0.07], [-0.10, -0.32, -0.97], [0.03, 0.07, -1.12], [-0.16, -0.25, 0.13], [0.38, 0.95, 0.04], [-0.07, -0.60, -0.09], [-2.18, 0.55, -1.78], [-1.62, 0.88, 0.91], [-0.82, -1.88, 3.06], [-0.98, 1.45, -0.24], [-0.97, 0.11, -0.60], [-0.34, -0.02, 0.47], [0.09, -1.26, -0.21], [0.28, -0.50, 0.18]], "charge": -2, "multiplicity": 1, "homo_lumo_gap_ev": 6.01, "e_homo_ev": -1.259}

=====

Record 3
{"formula": "C4H5NOS", "method": "wB97M-V/def2-TZVPD", "species": ["C", "C", "C", "S", "C", "N", "O", "H", "H", "H", "H", "H"], "positions_angstrom": [[3.274931, -1.091725, -0.256335], [2.160627, -0.970854, 0.196427], [0.822552, -0.720436, 0.681701], [0.021572, 0.367113, -0.579439], [-1.700633, 0.435879, -0.064328], [-2.384234, 1.415121, -0.818989], [-2.225964, -0.277599, 0.717715], [4.276845, -1.071092, -0.636263], [0.182287, -1.640886, 0.784150], [0.818957, -0.204952, 1.607484], [-3.374966, 1.550585, -0.557651], [-1.871974, 2.208846, -1.074471]], "atomic_forces_ev_per_a": [[-0.80, 0.38, 0.40], [1.31, -0.23, -0.47], [-1.60, -0.97, -0.93], [0.12, 0.07, -0.02], [0.07, 1.73, -1.72], [-0.89, -1.92, 1.30], [-0.53, -1.13, 1.18], [-0.31, -0.22, 0.10], [0.78, 0.81, -0.13], [0.11, 0.43, 0.93], [1.10, -0.11, -0.18], [0.62, 1.17, -0.46]], "multiplicity": 1, "homo_lumo_gap_ev": 10.35, "e_homo_ev": -9.587}

=====

Record 4
{"formula": "H25O12", "method": "wB97M-V/def2-TZVPD", "species": ["O", "H", "H", "O", "H", "H", "O", "H", "O", "H", "H", "O", "H", "H", "O", "H", "H", "O", "H", "H", "O", "H", "H", "O", "H", "H", "O", "H", "H", "O", "H", "H", "O", "H", "H", "H", "H"], "positions_angstrom": [[-0.508060, -1.111352, 1.834424], [-1.126768, -0.613872, 1.297945], [-0.021911, -1.753857, 1.170226], [-4.009251, 1.175561, 1.772677], [-3.467844, 1.401942, 1.133630], [3.676252, 0.194334, -1.816653], [-3.638820, 1.255113, -1.012080], [3.801434, 0.892326, 2.833316], [1.605743, -1.115650, -2.938249], [-4.173078, 0.961110, -1.741335], [1.770396, -0.199795, -3.363455], [-0.489298, -1.482334, -1.621667], [-1.239029, -0.923640, -1.868158], [0.167166, -1.122132, -2.351328], [0.004374, -3.026871, 0.766193], [0.251168, -2.822680, -0.206034], [-0.692459, -3.727351, 0.848061], [3.118068, 0.739468, -1.240937], [1.712606, 0.845383, 0.624601], [-3.421449, -2.165612, -0.696626], [1.581152, 0.252633, 1.448684], [2.431452, -0.139453, 1.946971], [-3.656393, 0.983861, 2.584351], [3.972259, -0.090587, 2.372070], [0.150648, -0.392721, 1.853443], [3.810735, -0.741794, 3.204935], [1.061387, 3.306163, 2.077833], [0.590175, 3.837074, 2.747122], [1.522090, 3.756912, 1.455351], [-3.088140, -2.381683, 0.240214], [1.179604, -1.782659, -3.581471], [-3.868829, -2.648060, 0.676875], [0.400541, 2.336048, -3.674910], [3.821458, 1.250618, -0.731224], [-0.114439, 1.961391, -2.795644], [-4.264171, 1.296631, -0.227961], [1.081544, 2.799983, -3.190954]], "atomic_forces_ev_per_a": [[-0.58, 1.76, 0.52], [-1.49, -0.36, -0.57], [-1.16, -1.43, 0.54], [-6.36, -1.13, 1.62], [5.02, 1.72, -3.87], [-0.35, -0.10, 0.12], [-0.51, 0.17, 1.89], [0.84, -3.80, -1.67], [-0.23, 0.56, -2.18], [-0.44, -0.07, -0.45], [-0.61, -2.34, 0.40], [0.47, 1.36, -1.80], [-0.46, -0.36, 0.59], [-0.60, -1.01, 2.31], [1.29, -1.32, -2.77], [-1.12, -1.04, 1.68], [0.73, 1.22, -0.51], [1.75, 1.07, 0.86], [0.45, -1.85, 2.22], [0.89, -0.50, 2.14], [0.40, 0.20, -0.39], [-1.32, 1.67, -2.32], [1.73, -0.50, 2.67], [-1.41, 1.40, 4.95], [2.14, 1.15, 0.72], [0.93, 2.22, -2.68], [-2.54, -2.87, 3.41], [0.74, 0.11, -1.01], [1.81, 2.84, -2.42], [0.66, 1.00, -2.99], [1.49, 1.89, 0.76], [-1.43, -0.48, 0.96], [-2.16, -1.94, 3.78], [-1.39, -0.87, -0.92], [1.54, 1.29, -3.54], [0.62, -0.22, -1.88], [0.68, 0.52, -0.17]], "charge": 1, "multiplicity": 1, "homo_lumo_gap_ev": 11.36, "e_homo_ev": -14.142}

=====

E for every record listed, in sequence, given in hartree: -3985.74808, -552.63366, -683.54841, -917.50862.